Molecular formula: C5H5N
Method: DFT, wB97M-V/def2-TZVPD

## Properties
total charge = 0
LUMO = -0.0141 Ha
molar mass = 79.10 g/mol
structure (SMILES) = C=C1C=CN=C1
energy relative to the best compared isomer or geometry (same formula, charge and spin) = 32.4 kcal/mol
frontier orbital gap = 8.7 eV

Last column: Mulliken charge in e.
Geometry (Å):
C: -0.13956 -0.17725 0.43955  1.02
C: 0.43792 1.17752 0.34054  -0.47
C: 0.62001 0.28004 -1.61645  -0.25
C: 0.05523 -0.71102 -0.90183  -0.66
C: -0.80180 -0.69828 1.48090  -0.78
N: 0.85079 1.42726 -0.84284  -0.56
H: 0.52419 1.89379 1.13567  0.39
H: 0.90374 0.28963 -2.65308  0.41
H: -0.22908 -1.68991 -1.22491  0.37
H: -1.26311 -1.67361 1.46544  0.27
H: -0.95833 -0.11817 2.37700  0.27